11
Properties=species:S:1:pos:R:3 method="wB97M-V/def2-TZVPD" spin_multiplicity=2 total_charge=+1 homo_lumo_gap_ev="6.440 / 8.869" s_squared=0.75 homo_ha="-0.4917 / -0.5854"
O 0.47 -1.14 0.68
C 0.95 -0.84 -0.50
C -1.41 -0.11 0.27
O 2.11 -1.26 -0.82
O 0.73 0.49 -0.74
C -0.52 1.00 -0.20
Hg 2.69 -0.68 0.93
H -1.84 -0.05 1.27
H -2.00 -0.63 -0.49
H -0.23 1.63 0.64
H -0.96 1.59 -1.02



62
Properties=species:S:1:pos:R:3 method="wB97M-V/def2-TZVPD" spin_multiplicity=6 total_charge=+2 homo_lumo_gap_ev="6.989 / 4.445" s_squared=8.78 homo_ha="-0.4416 / -0.4901"
Ir 8.39 12.57 7.62
C 7.11 15.34 8.98
C 6.64 15.02 7.53
N 7.65 14.31 6.69
C 7.24 13.92 5.23
C 6.42 12.56 5.21
N 7.13 11.52 6.04
C 6.44 10.25 6.40
C 7.33 9.07 6.95
C 8.77 9.50 7.43
N 8.79 10.64 8.42
C 7.97 10.51 9.74
C 7.50 11.86 10.37
N 7.06 12.86 9.36
C 6.85 14.23 9.92
H 8.19 15.58 8.98
H 6.56 16.21 9.30
H 5.69 14.46 7.52
H 6.46 16.02 7.09
H 8.46 14.85 6.59
H 6.75 14.72 4.61
H 8.19 13.76 4.74
H 5.43 12.69 5.62
H 6.28 12.30 4.13
H 7.89 11.25 5.46
H 5.62 10.47 7.06
H 6.07 9.86 5.40
H 6.84 8.36 7.58
H 7.47 8.46 6.11
H 9.36 8.64 7.72
H 9.34 9.77 6.55
H 9.72 10.80 8.81
H 7.04 9.92 9.64
H 8.59 9.97 10.42
H 6.78 11.69 11.15
H 8.38 12.22 10.93
H 6.11 12.57 9.07
H 5.89 14.16 10.42
H 7.52 14.36 10.83
S 10.23 12.01 5.99
C 11.68 12.63 6.71
C 12.86 12.78 5.93
C 13.84 13.60 6.39
C 13.83 14.25 7.62
C 12.72 14.16 8.40
C 11.58 13.43 7.90
S 10.07 13.48 8.72
H 12.93 12.11 5.04
H 14.81 13.53 5.83
H 14.72 14.81 7.91
H 12.58 14.72 9.29
C 14.75 5.88 6.38
N 13.34 5.71 6.70
C 12.46 6.70 7.00
N 12.96 7.79 7.75
O 11.24 6.60 6.74
H 15.03 5.24 5.56
H 15.31 5.54 7.25
H 15.10 6.92 6.03
H 12.82 4.95 6.16
H 13.97 7.81 7.85
H 12.57 8.70 7.62



Table of energy above the lowest of the compared OMol25 structures with the same formula, charge and spin (kJ/mol), in record order: 495.63; 0.00
Table of calculated total energy (Eh), in record order: -495.37233; -2010.04962